Record 1
16
Properties=species:S:1:pos:R:3:nbo_charge:R:1 method="wB97M-V/def2-TZVPD" total_charge=0 e_lumo_ev=0.5 orbital_gap_ev=7.66 de_lowest_ev=5.408 largest_force_ev_per_a=1.29
C 2.97 0.02 0.01 -0.694
C 1.45 -0.17 -0.33 0.209
C -0.50 -1.36 -0.61 -0.164
C -1.26 -0.30 -0.13 -0.150
C -2.78 -0.34 -0.05 -0.620
C -0.61 0.78 0.38 -0.156
N 0.77 0.74 0.33 -0.510
H 3.14 0.82 0.77 0.184
H 3.46 -0.87 0.43 0.235
H 3.57 0.31 -0.86 0.229
H -0.90 -1.74 -1.58 0.176
H -3.17 0.67 -0.25 0.220
H -3.08 -0.63 0.96 0.226
H -3.25 -1.03 -0.75 0.220
H -1.06 1.68 0.76 0.201
H 1.24 1.41 0.93 0.392

---

Record 2
13
Properties=species:S:1:pos:R:3:lowdin_spin:R:1 method="wB97M-V/def2-TZVPD" multiplicity=2 total_charge=+2 e_lumo_ev="-10.1 / -14.2" orbital_gap_ev="10.02 / 5.88" de_lowest_ev=0.512 largest_force_ev_per_a=2.51
C -0.50 1.90 -1.34 0.126
N 0.60 1.66 -0.82 0.699
H -1.14 1.04 -1.58 0.044
H -0.85 2.91 -1.60 0.062
H 1.40 2.32 -0.71 0.041
H 1.19 -0.42 -0.37 0.009
N -0.84 -0.77 1.36 0.000
C 0.00 -1.63 0.85 0.001
N 0.98 -1.34 0.04 0.016
H -0.63 0.21 1.46 0.000
H -1.65 -1.14 1.84 0.000
H -0.16 -2.68 1.10 0.001
H 1.62 -2.07 -0.25 0.001

---

Record 3
89
Properties=species:S:1:pos:R:3:lowdin_charge:R:1 method="wB97M-V/def2-TZVPD" total_charge=0 e_lumo_ev=-0.1 orbital_gap_ev=8.28 smiles="C=CCO[P@@](=O)(OCB(O)O)OC[C@@H](C)Cl.CN(C)P(=O)(N(C)C)N(C)C.CN(C)P(=O)(N(C)C)N(C)C" largest_force_ev_per_a=7.11
C -3.78 -4.07 -1.86 0.029
C -3.05 -2.99 -1.62 -0.138
C -2.73 -2.50 -0.23 -0.206
O -2.12 -3.56 0.55 -0.136
P -2.66 -3.84 2.00 0.379
O -2.24 -5.16 2.47 -0.212
O -2.10 -2.63 2.87 -0.178
C -1.89 -2.85 4.28 -0.093
B -0.87 -1.76 4.83 -0.599
O 0.10 -1.20 4.03 0.147
O -0.93 -1.39 6.14 0.188
O -4.26 -3.76 1.90 -0.159
C -4.97 -3.29 3.06 -0.258
C -5.06 -1.77 3.11 -0.723
C -6.10 -1.23 2.12 -0.110
Cl -5.55 -1.33 4.77 0.635
H -4.53 -4.09 -2.65 0.058
H -3.64 -5.00 -1.32 0.070
H -2.63 -2.46 -2.48 0.090
H -3.64 -2.12 0.23 0.095
H -2.05 -1.66 -0.32 0.119
H -2.82 -2.76 4.85 0.093
H -1.45 -3.84 4.47 0.128
H -0.10 -0.25 4.02 0.113
H -1.76 -1.65 6.55 0.106
H -5.98 -3.68 2.97 0.129
H -4.55 -3.74 3.96 0.104
H -4.11 -1.31 2.84 0.096
H -5.67 -1.27 1.12 0.075
H -7.01 -1.82 2.19 0.083
H -6.28 -0.19 2.35 0.073
O -1.81 -1.24 -5.39 -0.298
P -0.99 -0.05 -5.80 0.699
N -2.06 1.12 -5.09 -0.306
C -2.11 2.53 -5.41 -0.140
C -2.33 0.94 -3.67 -0.149
N -1.22 -0.12 -7.51 -0.343
C -2.11 0.81 -8.18 -0.133
C -1.36 -1.46 -8.05 -0.143
N 0.27 1.15 -5.94 -0.280
C 1.24 1.00 -7.04 -0.119
C 1.06 1.22 -4.69 -0.125
H -1.27 3.10 -4.99 0.078
H -3.03 2.95 -4.99 0.083
H -2.15 2.72 -6.47 0.048
H -1.56 1.42 -3.04 0.067
H -2.37 -0.11 -3.40 0.050
H -3.29 1.38 -3.40 0.081
H -3.12 0.81 -7.76 0.090
H -2.17 0.55 -9.24 0.081
H -1.70 1.82 -8.16 0.063
H -2.37 -1.86 -7.94 0.082
H -0.67 -2.16 -7.57 0.071
H -1.11 -1.45 -9.12 0.079
H 1.69 0.01 -7.09 0.086
H 2.04 1.73 -6.90 0.080
H 0.78 1.22 -8.00 0.070
H 1.63 0.31 -4.50 0.085
H 0.41 1.39 -3.83 0.060
H 1.76 2.06 -4.73 0.083
O 6.60 1.46 3.04 -0.290
P 5.19 1.67 3.45 0.636
N 4.90 3.29 2.99 -0.299
C 3.77 4.09 3.43 -0.133
C 5.24 3.62 1.61 -0.138
N 5.35 1.56 5.17 -0.332
C 5.11 2.71 6.02 -0.136
C 6.49 0.79 5.64 -0.144
N 3.55 1.16 3.48 -0.276
C 3.18 0.04 4.38 -0.108
C 3.11 0.77 2.12 -0.117
H 2.83 3.81 2.94 0.080
H 3.97 5.14 3.18 0.084
H 3.62 4.05 4.50 0.046
H 4.43 3.37 0.91 0.068
H 6.13 3.08 1.29 0.071
H 5.45 4.69 1.51 0.080
H 5.73 3.58 5.75 0.088
H 5.34 2.45 7.06 0.079
H 4.06 3.00 6.02 0.062
H 7.42 1.38 5.63 0.083
H 6.65 -0.09 5.02 0.070
H 6.31 0.45 6.66 0.079
H 3.83 -0.83 4.25 0.093
H 2.16 -0.26 4.18 0.050
H 3.21 0.35 5.42 0.078
H 3.63 -0.12 1.76 0.089
H 3.29 1.58 1.41 0.061
H 2.04 0.57 2.11 0.077